Entry 1:
Molecular formula: C23H70O12
Method: DFT, ωB97M-V with the def2-TZVPD basis set

Last column: Löwdin charge in e.
Positions of all 105 atoms, in Å:
C  -0.9604  -6.0367  1.3157  -0.082
C  0.4171  -6.4131  0.6971  -0.292
O  0.8745  -5.6502  -0.4326  -0.090
H  -1.0066  -4.9824  1.5824  0.042
H  -1.1529  -6.6280  2.2248  0.071
H  -1.8638  -6.2176  0.6575  0.088
H  0.3503  -7.4527  0.3283  0.112
H  1.1928  -6.4889  1.4202  0.093
H  1.4037  -4.8904  -0.1559  0.065
C  -3.2453  0.1694  4.1045  -0.084
C  -3.5260  1.6834  4.3225  -0.287
O  -4.2337  2.1672  3.1858  -0.091
H  -2.6050  -0.0629  3.2493  0.051
H  -4.1563  -0.4418  4.0678  0.076
H  -2.6105  -0.2247  4.9112  0.071
H  -2.5610  2.1229  4.4653  0.091
H  -4.1041  1.8827  5.2696  0.125
H  -4.1955  3.1276  3.2091  0.059
C  -4.5765  -0.9588  -0.6015  -0.089
C  -4.7626  -0.0640  0.5785  -0.358
O  -4.0809  1.1255  0.3700  -0.078
H  -5.0167  -1.9292  -0.4426  0.071
H  -3.5391  -1.1625  -0.7498  0.043
H  -5.0156  -0.6717  -1.5435  0.073
H  -4.3442  -0.5869  1.4283  0.091
H  -5.8564  0.1384  0.8028  0.132
H  -4.0434  1.5294  1.2505  0.044
C  4.3196  -3.9805  -1.2727  -0.091
C  5.0172  -2.7624  -0.6764  -0.354
O  4.4168  -2.1313  0.4027  -0.083
H  4.1001  -4.7102  -0.4533  0.081
H  4.9744  -4.5514  -1.9084  0.063
H  3.4067  -3.7230  -1.8146  0.069
H  5.1965  -2.0779  -1.5258  0.111
H  6.0278  -3.0919  -0.3055  0.124
H  3.5066  -1.8477  0.2008  0.063
C  -0.5762  1.4479  -4.0729  -0.092
C  -0.2511  0.1420  -4.6817  -0.380
O  1.1064  0.0462  -4.9709  -0.080
H  -1.6028  1.5379  -3.7398  0.076
H  -0.1275  2.2681  -4.6869  0.100
H  -0.0303  1.5171  -3.1210  0.045
H  -0.8337  -0.0250  -5.6259  0.123
H  -0.5206  -0.6918  -4.0174  0.095
H  1.6634  0.1635  -4.1927  0.038
C  -3.3563  -2.6681  -4.6050  -0.072
C  -2.2291  -3.4973  -5.2218  -0.284
O  -1.0025  -3.2700  -4.4872  -0.116
H  -3.1929  -1.6096  -4.9611  0.088
H  -3.3206  -2.7119  -3.5232  0.059
H  -4.2899  -3.0066  -5.0544  0.072
H  -2.0953  -3.3068  -6.2765  0.105
H  -2.3845  -4.5897  -5.1693  0.110
H  -0.2823  -2.9418  -5.0394  0.091
C  5.9354  0.4259  3.4723  -0.083
C  4.9654  1.0694  2.4469  -0.353
O  5.6166  1.8834  1.5195  -0.083
H  6.5702  -0.2706  2.8615  0.089
H  5.3323  -0.1762  4.2091  0.090
H  6.5689  1.1430  3.9450  0.049
H  4.1501  1.5596  2.9607  0.087
H  4.5584  0.1841  1.8480  0.120
H  6.1074  2.5486  2.0523  0.107
C  -2.6758  5.2491  0.9762  -0.053
C  -2.0020  5.1739  2.3069  -0.492
C  -1.1637  6.4310  2.6306  -0.051
O  -3.0488  4.9882  3.2633  -0.053
H  -2.0174  5.3953  0.1205  0.083
H  -3.4098  6.0637  1.1131  0.100
H  -3.2628  4.3836  0.7946  0.062
H  -1.2890  4.3183  2.2719  0.129
H  -1.8398  7.1825  3.0856  0.087
H  -0.7811  6.9545  1.7527  0.077
H  -0.3239  6.2717  3.3159  0.077
H  -2.8058  5.5530  3.9949  0.081
C  -0.5364  -0.0082  0.2755  -0.044
C  0.6101  -0.9013  0.7163  -0.453
C  0.2194  -2.0161  1.6379  -0.036
O  1.2945  -1.4688  -0.4414  -0.097
H  -0.9179  0.6136  1.0919  0.082
H  -1.2992  -0.6959  -0.1572  0.074
H  -0.3038  0.6789  -0.5184  0.062
H  1.3677  -0.1927  1.1382  0.136
H  1.1063  -2.4057  2.1316  0.084
H  -0.1643  -2.8418  1.0422  0.056
H  -0.4761  -1.6933  2.4192  0.085
H  0.6564  -2.0085  -0.9290  0.062
C  1.3527  3.9495  -1.4028  -0.034
C  2.4346  3.8435  -0.2872  -0.459
C  1.8510  3.2289  1.0391  -0.022
O  3.4760  3.0664  -0.8413  -0.043
H  0.9335  2.9617  -1.5875  0.056
H  1.8102  4.3411  -2.3065  0.082
H  0.6549  4.6720  -0.9892  0.067
H  2.7741  4.8503  -0.1398  0.117
H  1.4570  2.1968  0.8328  0.077
H  1.0869  3.9267  1.3953  0.058
H  2.5662  3.1354  1.8558  0.057
H  4.1131  2.7924  -0.1978  0.052
O  -1.2025  -2.8867  -1.5207  -0.072
H  -1.0259  -3.1792  -2.4625  0.048
H  -1.1711  -3.7111  -1.0064  0.036
O  2.6850  -0.0137  -2.4798  -0.069
H  2.8815  0.8900  -2.2044  0.030
H  2.1600  -0.4686  -1.7603  0.033

Forces on atoms 1 to 2 (eV/Å):
C -0.37 -0.08 -0.69
C -1.02 -0.90 -1.01

Calculated values
DFT total energy = -49554.25066 eV
SMILES = CC(C)O.CC(C)O.CC(C)O.CCO.CCO.CCO.CCO.CCO.CCO.CCO.O.O
Frontier orbital gap = 9.9 eV
ΔE to the lowest compared entry with this formula, charge and spin = 0.0000 eV



Entry 2:
Molecular formula: C23H72N4O11
Method: DFT, ωB97M-V with the def2-TZVPD basis set

Last column: Löwdin charge in e.
Positions of all 110 atoms, in Å:
C  -3.8076  0.6643  0.5098  -0.050
C  -4.9317  1.1998  -0.3424  -0.406
C  -6.2179  1.2384  0.5013  -0.221
O  -6.4816  -0.1127  0.8748  -0.214
C  -7.6400  -0.2847  1.6337  -0.114
N  -4.5517  2.5711  -0.7515  0.046
H  -2.8722  0.6070  0.0023  0.061
H  -3.9590  -0.3946  0.7549  0.080
H  -3.7746  1.2732  1.3909  0.084
H  -5.2422  0.5899  -1.2051  0.147
H  -7.0399  1.6886  -0.1385  0.132
H  -6.1701  1.9353  1.4023  0.142
H  -7.6162  0.2912  2.5752  0.095
H  -7.7509  -1.3711  1.7642  0.096
H  -8.4209  0.0775  0.9641  0.083
H  -5.3142  2.9391  -1.2165  0.048
H  -4.3018  3.1350  0.0748  0.108
C  -1.4866  -4.9798  1.8786  -0.055
C  -1.5335  -4.2026  0.5486  -0.415
C  -2.9690  -4.2096  0.0939  -0.174
O  -2.9749  -3.6906  -1.3022  -0.202
C  -4.2915  -3.3031  -1.6060  -0.149
N  -0.8969  -2.8520  0.6765  0.091
H  -0.4708  -4.9751  2.2637  0.077
H  -1.8810  -5.9302  1.6329  0.058
H  -2.1699  -4.4642  2.5785  0.087
H  -0.9482  -4.7645  -0.1603  0.127
H  -3.6399  -3.6368  0.7298  0.119
H  -3.3969  -5.2552  -0.0260  0.145
H  -4.5155  -2.2605  -1.3524  0.068
H  -5.0594  -3.8692  -1.0522  0.083
H  -4.4698  -3.3948  -2.7097  0.100
H  -0.8544  -2.4874  -0.2514  0.036
H  -1.4900  -2.2515  1.1952  0.061
C  3.6787  -2.2503  -0.9225  -0.047
C  2.8085  -2.5477  0.2866  -0.464
C  3.7134  -2.9892  1.4613  -0.209
O  4.3963  -4.2089  1.1392  -0.194
C  5.3215  -4.5044  2.1318  -0.137
N  2.0246  -1.4434  0.8254  0.048
H  4.2463  -1.2924  -0.8003  0.092
H  3.0506  -2.2272  -1.8444  0.070
H  4.3241  -3.1185  -0.8783  0.073
H  2.2753  -3.4576  0.0145  0.107
H  3.0883  -3.1034  2.3743  0.132
H  4.4095  -2.1598  1.6219  0.105
H  6.0962  -3.7243  2.2276  0.092
H  5.8008  -5.3971  1.8214  0.070
H  4.8001  -4.5955  3.1453  0.111
H  1.2456  -1.9394  1.2802  0.047
H  1.4861  -0.9178  0.0825  0.077
C  5.6665  1.4771  2.3591  -0.073
C  4.5540  1.3163  3.2718  -0.464
C  3.4288  2.2022  2.8221  -0.249
O  3.8278  3.5357  3.0732  -0.167
C  2.7098  4.3458  2.7718  -0.115
N  4.0743  -0.0810  3.4487  0.058
H  6.5959  0.9647  2.6352  0.089
H  5.9245  2.5327  2.2700  0.087
H  5.3678  1.1340  1.3627  0.085
H  4.8387  1.6559  4.2488  0.137
H  2.4650  1.9445  3.3110  0.116
H  3.1915  2.0677  1.7572  0.105
H  1.8732  4.2902  3.4837  0.090
H  2.3718  4.0355  1.7538  0.078
H  2.9922  5.4154  2.8187  0.093
H  3.7015  -0.3523  2.5356  0.027
H  3.1997  -0.0063  3.9812  0.069
C  0.9699  0.9658  -5.0143  -0.124
O  1.3339  0.5345  -3.7015  -0.150
H  0.7948  0.0758  -5.6179  0.076
H  0.0516  1.5249  -4.9113  0.073
H  1.7840  1.5632  -5.4378  0.077
H  1.2136  1.2433  -3.0754  0.021
C  2.7699  2.6649  -1.3269  -0.108
O  1.5953  2.7929  -2.1115  -0.126
H  3.3300  1.8420  -1.7365  0.079
H  3.3337  3.5788  -1.4724  0.086
H  2.6121  2.5425  -0.2469  0.061
H  1.3747  3.7209  -2.1811  0.051
C  -2.3039  4.7845  -2.7108  -0.147
O  -2.0980  3.6857  -1.8146  -0.170
H  -3.0370  4.4450  -3.4641  0.083
H  -2.6398  5.7099  -2.2496  0.074
H  -1.4052  4.9732  -3.2975  0.069
H  -2.8862  3.1160  -1.6954  0.035
C  -0.3724  1.9922  2.2070  -0.189
O  -0.6073  0.8153  2.8761  -0.101
H  -0.7170  2.0927  1.1660  0.076
H  -0.8224  2.8090  2.7023  0.068
H  0.7143  2.2055  2.2792  0.058
H  0.0900  0.1801  2.6676  0.071
C  0.3497  5.7789  -0.6305  -0.204
O  -0.0565  4.7314  0.1727  -0.135
H  -0.3755  6.5599  -0.7183  0.061
H  1.2877  6.3332  -0.3617  0.098
H  0.4999  5.4395  -1.6923  0.068
H  -0.8235  4.2031  -0.2047  0.085
C  1.3920  -4.3082  -2.7347  -0.169
O  1.1743  -3.1704  -3.5034  -0.123
H  1.6652  -3.9255  -1.7165  0.054
H  0.5520  -4.9827  -2.5895  0.073
H  2.3024  -4.8465  -3.0818  0.097
H  1.6689  -3.1768  -4.3409  0.097
C  -1.1662  -0.7136  -2.3860  -0.198
O  -0.0204  -0.7169  -1.6719  -0.097
H  -1.5781  0.2339  -2.7687  0.084
H  -1.0345  -1.3430  -3.2743  0.093
H  -1.9950  -1.1693  -1.8914  0.048
H  0.6709  -0.9072  -2.2418  0.010

Forces on atoms 1 to 2 (eV/Å):
C -0.55 -1.61 -0.59
C -0.41 0.75 0.90

Calculated values
DFT total energy = -53495.15780 eV
SMILES = COC[C@H](C)N.COC[C@H](C)N.COC[C@H](C)N.COC[C@H](C)N.CO.CO.CO.CO.CO.CO.CO
Frontier orbital gap = 9.4 eV
ΔE to the lowest compared entry with this formula, charge and spin = 2.8746 eV



Which of these has the highest frontier orbital gap? C23H70O12



The lowest frontier orbital gap belongs to which entry? C23H72N4O11



Among the records above, which one has the lowest ΔE to the lowest compared entry with this formula, charge and spin? C23H70O12